This record from OMol25 describes a structure of composition C47H48N5O5S3Sn. The level of theory is ωB97M-V/def2-TZVPD.

Properties
Energy relative to the best compared isomer or geometry (same formula, charge and spin) (kcal/mol): 14.98
Highest occupied orbital energy (Eh): -0.36005
Kohn-Sham gap (eV): 7.33
LUMO level (hartree): -0.0906
Net charge: +1
Electronic energy (eV): -105538.1058

```
109
Properties=species:S:1:pos:R:3:mulliken_charge:R:1
Sn 0.70 0.61 0.51 2.05
O 1.03 4.03 -2.96 -0.73
C 1.52 3.17 -3.87 0.41
C 1.44 3.53 -5.22 -0.74
C 1.88 2.66 -6.20 -0.42
C 2.44 1.43 -5.85 -0.79
C 2.56 1.09 -4.52 -0.64
C 2.09 1.93 -3.52 0.48
C 2.13 1.51 -2.12 1.03
O 1.39 2.11 -1.26 -0.78
N 2.94 0.50 -1.82 -1.36
N 2.82 0.12 -0.55 1.10
C 3.63 -0.73 -0.03 -1.20
C 3.49 -1.02 1.38 1.16
C 4.31 -1.98 1.99 -0.96
C 4.19 -2.19 3.35 -0.40
C 3.25 -1.46 4.06 -1.04
C 2.47 -0.55 3.38 -0.15
N 2.59 -0.32 2.08 0.12
H 1.11 3.59 -2.09 0.30
H 1.02 4.49 -5.47 0.47
H 1.79 2.94 -7.24 0.44
H 2.77 0.76 -6.62 0.45
H 3.01 0.15 -4.22 0.48
H 4.42 -1.22 -0.60 0.37
H 5.01 -2.54 1.39 0.46
H 4.82 -2.92 3.85 0.45
H 3.14 -1.60 5.13 0.49
H 1.72 0.03 3.90 0.52
O 0.20 2.45 2.00 -0.67
S -0.96 2.88 2.85 0.62
C -1.01 4.67 2.59 0.15
C -0.24 5.22 1.59 -0.22
C -0.34 6.57 1.32 -0.76
C -1.22 7.36 2.05 -0.45
C -1.99 6.80 3.06 -0.72
C -1.89 5.44 3.33 -0.51
C -0.22 2.87 4.51 0.53
C -0.99 2.44 5.58 -0.28
C -0.39 2.32 6.83 -0.71
C 0.96 2.62 6.98 -0.45
C 1.71 3.04 5.89 -0.79
C 1.12 3.15 4.64 -0.40
H 0.43 4.58 1.03 0.42
H 0.26 7.01 0.54 0.45
H -1.31 8.41 1.83 0.40
H -2.67 7.41 3.62 0.41
H -2.49 4.99 4.10 0.44
H -2.03 2.21 5.45 0.43
H -0.96 1.98 7.67 0.42
H 1.42 2.53 7.95 0.42
H 2.76 3.26 6.01 0.44
H 1.69 3.44 3.77 0.40
C -2.11 -0.62 2.93 -0.34
C -2.83 -0.41 1.60 -0.59
O -2.22 0.65 0.90 0.01
C -2.94 1.05 -0.25 -0.35
C -2.27 2.29 -0.84 -0.52
H -2.59 -1.42 3.48 0.45
H -2.16 0.30 3.52 0.11
H -1.06 -0.86 2.76 -0.18
H -3.89 -0.17 1.79 0.50
H -2.78 -1.33 1.00 0.18
H -3.98 1.28 0.04 0.39
H -2.96 0.23 -0.99 0.16
H -2.15 3.03 -0.05 0.14
H -2.89 2.71 -1.62 0.49
H -1.29 2.04 -1.23 -0.23
O 0.49 -1.92 0.94 0.13
S -0.58 -2.74 0.30 -0.10
C 0.31 -4.07 -0.53 0.67
C -0.18 -4.54 -1.73 -0.30
C 0.53 -5.50 -2.43 -0.70
C 1.72 -5.99 -1.91 -0.61
C 2.19 -5.52 -0.69 -0.90
C 1.49 -4.55 0.00 -0.36
C -1.23 -3.72 1.67 0.37
C -2.47 -4.30 1.50 -0.21
C -3.06 -4.99 2.55 -0.85
C -2.40 -5.09 3.76 -0.56
C -1.15 -4.51 3.93 -0.80
C -0.56 -3.81 2.88 -0.13
H -1.10 -4.13 -2.13 0.40
H 0.16 -5.86 -3.37 0.42
H 2.29 -6.71 -2.47 0.43
H 3.11 -5.91 -0.28 0.44
H 1.86 -4.15 0.93 0.37
H -2.97 -4.21 0.55 0.44
H -4.04 -5.43 2.43 0.44
H -2.85 -5.63 4.58 0.42
H -0.64 -4.58 4.88 0.45
H 0.40 -3.32 2.99 0.14
C -2.26 1.10 -6.07 -1.51
C -1.62 -0.14 -5.55 1.16
C -1.40 -1.28 -6.28 -1.03
C -0.79 -2.38 -5.63 0.91
N -0.47 -2.34 -4.36 -0.42
C -0.68 -1.23 -3.64 -0.81
S -0.34 -1.13 -2.02 0.30
N -1.25 -0.13 -4.26 0.34
C -0.48 -3.63 -6.37 -1.28
H -2.54 0.99 -7.12 0.39
H -1.58 1.95 -5.98 0.30
H -3.15 1.33 -5.49 0.35
H -1.69 -1.34 -7.32 0.39
H -1.37 0.70 -3.69 -0.03
H -0.83 -3.57 -7.40 0.39
H -0.93 -4.48 -5.87 0.28
H 0.60 -3.79 -6.38 0.30
```

This record from OMol25 describes a cluster of 6 separate species, C47H49F5N2O3P in total. The level of theory is ωB97M-V/def2-TZVPD.

Properties
Highest occupied orbital energy (Eh): -0.38985
Kohn-Sham gap (eV): 5.87
LUMO level (hartree): -0.1741
Net charge: +1
Electronic energy (eV): -81518.1791

```
107
Properties=species:S:1:pos:R:3:mulliken_charge:R:1
C -2.63 -4.79 -0.79 -0.97
C -2.02 -3.30 -0.92 0.13
C -1.34 -2.94 0.52 -0.61
O -1.28 -1.51 0.78 -0.27
C -0.31 -0.84 -0.06 0.08
C -0.90 0.66 -0.29 -0.07
C -1.31 1.42 1.02 -0.60
N -1.88 2.76 0.99 0.34
C -2.21 3.35 2.33 -0.75
C -0.92 3.85 3.14 -0.65
C -0.20 2.70 3.99 0.51
C 1.37 2.69 4.05 -0.29
C 2.15 1.61 4.87 -0.40
C 1.34 0.48 5.66 -0.38
C -0.22 0.50 5.62 -0.50
C -0.97 1.59 4.80 -0.31
C -2.11 3.40 -0.28 -0.37
C -1.73 2.77 -1.67 -0.63
C -1.11 1.32 -1.68 0.43
P -0.66 0.45 -3.30 1.21
N -1.17 1.24 -4.61 -0.67
O -1.39 -1.08 -3.28 -0.42
O 1.03 0.33 -3.38 -0.55
H -1.90 -5.44 -0.16 0.18
H -3.62 -4.69 -0.23 0.31
H -2.76 -5.24 -1.84 0.34
H -1.15 -3.32 -1.66 0.20
H -2.78 -2.51 -1.25 0.02
H -2.08 -3.37 1.30 0.22
H -0.36 -3.50 0.68 0.28
H -0.07 -1.38 -1.03 0.22
H 0.70 -0.67 0.48 0.14
H -1.15 0.92 2.03 0.46
H -2.82 2.56 2.92 0.33
H -2.90 4.26 2.17 0.36
H -1.28 4.65 3.89 0.39
H -0.15 4.30 2.41 0.30
H 1.95 3.49 3.49 0.20
H 3.29 1.66 4.88 0.34
H 1.91 -0.32 6.24 0.37
H -0.79 -0.29 6.21 0.35
H -2.12 1.61 4.77 0.23
H -2.58 4.44 -0.26 0.38
H -1.94 3.36 -2.63 0.28
H -1.66 2.10 -4.30 0.07
H -2.20 -1.07 -3.85 0.36
H 1.35 0.20 -2.46 0.39
F 0.95 -4.31 2.45 -0.22
C 2.00 -3.49 2.58 0.10
C 3.28 -4.01 2.60 -0.59
C 4.37 -3.15 2.73 -0.44
C 4.16 -1.78 2.83 -0.58
C 2.86 -1.26 2.81 -0.55
C 1.78 -2.12 2.68 -0.25
H 3.42 -5.08 2.53 0.44
H 5.37 -3.55 2.74 0.40
H 5.00 -1.11 2.93 0.51
H 2.70 -0.19 2.90 0.55
H 0.76 -1.74 2.65 0.65
F -0.83 -11.03 0.51 -0.31
C -1.17 -9.90 1.16 0.31
C -0.22 -8.92 1.36 -0.51
C -0.58 -7.75 2.03 -0.18
C -1.88 -7.59 2.49 -0.55
C -2.83 -8.59 2.28 -0.34
C -2.47 -9.75 1.61 -0.46
H 0.79 -9.06 1.00 0.41
H 0.15 -6.96 2.18 0.43
H -2.16 -6.68 3.01 0.40
H -3.84 -8.46 2.65 0.38
H -3.20 -10.54 1.43 0.41
F -1.24 5.33 -5.17 -0.28
C -0.31 5.20 -6.14 0.28
C -0.18 6.19 -7.10 -0.36
C 0.78 6.05 -8.10 -0.47
C 1.59 4.92 -8.13 -0.44
C 1.45 3.93 -7.17 -0.54
C 0.49 4.07 -6.16 -0.01
H -0.83 7.06 -7.07 0.41
H 0.89 6.82 -8.85 0.36
H 2.33 4.81 -8.91 0.36
H 2.07 3.04 -7.19 0.37
H 0.37 3.31 -5.40 0.32
F 4.90 1.51 2.93 -0.10
C 5.95 2.34 3.05 0.46
C 7.23 1.83 3.07 -0.38
C 8.32 2.69 3.20 -0.48
C 8.10 4.06 3.31 -0.52
C 6.81 4.57 3.29 -0.55
C 5.72 3.71 3.15 -0.28
H 7.38 0.75 3.00 0.41
H 9.33 2.30 3.21 0.37
H 8.95 4.73 3.41 0.37
H 6.64 5.64 3.37 0.37
H 4.71 4.09 3.12 0.33
F -3.65 0.02 -4.92 -0.34
C -4.58 0.83 -4.39 0.29
C -4.65 0.97 -3.01 0.12
C -5.62 1.81 -2.46 -0.65
C -6.50 2.49 -3.29 -0.50
C -6.43 2.33 -4.67 -0.48
C -5.46 1.50 -5.22 -0.54
H -3.96 0.43 -2.38 0.47
H -5.68 1.93 -1.38 0.42
H -7.26 3.14 -2.85 0.38
H -7.12 2.86 -5.31 0.38
H -5.38 1.38 -6.30 0.45
```

- Which of these has the highest Kohn-Sham gap?
  C47H48N5O5S3Sn

- What is the formula in the second record?
  C47H49F5N2O3P

- Which value of highest occupied orbital energy does entry 1 give?
  -0.36005 Eh